A 2-piece molecular cluster, CH6N2S2 overall at a distorted geometry, computed with the ωB97M-V functional and the def2-TZVPD basis.

XYZ file:
```
11
Properties=species:S:1:pos:R:3:forces:R:3
S 0.01292 -0.46721 3.45300 -0.2 0.0 0.0
S -1.94177 -0.29287 2.82509 0.0 0.2 -0.1
H -0.25952 -0.64144 4.75422 0.1 -0.1 0.0
H -2.17722 -1.54281 2.39483 0.2 -0.1 0.1
N -0.02874 1.20207 -2.18643 0.3 0.6 0.0
C 0.94294 0.36667 -1.66814 -0.4 0.2 -0.2
N 1.04595 -0.79498 -2.13704 0.1 -0.9 -0.5
H -0.62942 1.75018 -1.59223 0.3 0.0 -0.1
H -0.36062 0.97676 -3.10621 -0.4 -0.3 0.1
H 1.60407 0.83890 -0.94150 -0.1 -0.1 0.4
H 1.79141 -1.39526 -1.79559 0.2 0.6 0.2
```
Forces are in eV/Å.

HOMO-LUMO gap   9.59 eV
Energy above the lowest of the compared OMol25 structures with the same formula, charge and spin   43.8 kJ/mol